[1]
DFT (ωB97M-V/def2-TZVPD) results for C47H61N5O8P3Yb as an isolated structure.

```
! RIJCOSX wB97M-V def2-TZVPD def2/J DEFGRID3
* xyz 2 2
Yb 0.742 0.473 -0.644
N -0.253 2.416 1.538
N 0.168 3.727 1.268
C 0.654 4.006 0.051
N 0.954 5.250 -0.279
N 0.960 2.919 -0.674
N 1.070 2.953 -1.984
O 0.789 3.935 -2.660
O 1.426 1.871 -2.479
H -1.248 2.306 1.341
H -0.108 2.237 2.524
H -0.200 4.482 1.828
H 0.693 6.033 0.297
H 1.181 5.426 -1.246
O 0.892 -2.437 1.313
C 2.094 -3.137 1.271
C 2.144 -4.506 1.073
C 3.378 -5.130 1.011
C 4.539 -4.384 1.139
C 4.476 -3.009 1.301
C 3.246 -2.360 1.377
P 2.964 -0.539 1.339
C 2.707 -0.066 3.105
C 3.324 1.058 3.663
C 3.027 1.469 4.955
C 2.099 0.773 5.716
C 1.488 -0.350 5.180
C 1.787 -0.759 3.888
C 4.680 0.011 1.008
C 4.987 0.471 -0.273
C 6.288 0.815 -0.610
C 7.293 0.720 0.341
C 6.997 0.266 1.619
C 5.700 -0.097 1.952
C -0.144 -2.942 2.073
C 0.039 -3.826 3.134
C -1.060 -4.269 3.847
C -2.338 -3.846 3.507
C -2.507 -2.939 2.480
C -1.409 -2.460 1.765
P -1.630 -1.180 0.459
C -2.638 -2.161 -0.723
C -2.514 -3.549 -0.789
C -3.240 -4.273 -1.723
C -4.090 -3.626 -2.608
C -4.203 -2.245 -2.567
C -3.474 -1.516 -1.638
C -2.821 -0.203 1.465
C -2.264 0.362 2.615
C -3.047 1.075 3.507
C -4.405 1.235 3.254
C -4.969 0.648 2.134
C -4.184 -0.078 1.244
H 1.231 -5.077 0.967
H 3.432 -6.199 0.855
H 5.502 -4.876 1.100
H 5.395 -2.446 1.350
H 4.086 1.594 3.111
H 3.537 2.327 5.374
H 1.871 1.094 6.724
H 0.781 -0.921 5.769
H 1.302 -1.641 3.504
H 4.195 0.539 -1.014
H 6.518 1.143 -1.616
H 8.308 0.991 0.085
H 7.782 0.183 2.359
H 5.481 -0.469 2.946
H 1.030 -4.164 3.402
H -0.915 -4.956 4.670
H -3.198 -4.214 4.050
H -3.501 -2.601 2.219
H -1.857 -4.070 -0.108
H -3.141 -5.350 -1.755
H -4.664 -4.199 -3.324
H -4.861 -1.734 -3.260
H -3.571 -0.439 -1.596
H -1.211 0.187 2.831
H -2.611 1.487 4.409
H -5.022 1.792 3.946
H -6.032 0.746 1.952
H -4.645 -0.564 0.394
O 2.775 2.201 0.956
H 2.836 2.559 1.848
H 3.640 2.334 0.547
O -0.926 -0.244 -2.617
H -0.481 -0.380 -3.460
H -1.708 -0.816 -2.615
C -2.286 3.032 -5.621
C -1.562 2.279 -4.526
O -2.224 2.568 -3.278
P -1.680 2.301 -1.788
O -1.981 3.798 -1.166
C -2.275 4.994 -1.921
C -3.754 5.224 -2.149
O -2.931 1.521 -1.111
C -4.295 1.997 -1.248
C -5.046 1.364 -2.410
H -1.852 2.775 -6.587
H -2.195 4.108 -5.473
H -3.343 2.768 -5.631
H -0.517 2.583 -4.476
H -1.614 1.205 -4.713
H -1.749 4.963 -2.873
H -1.875 5.814 -1.324
H -4.174 4.474 -2.819
H -3.874 6.204 -2.613
H -4.306 5.223 -1.209
H -4.275 3.078 -1.355
H -4.782 1.761 -0.305
H -4.422 1.336 -3.300
H -5.927 1.970 -2.625
H -5.386 0.355 -2.177
C 3.051 -2.997 -3.164
C 2.227 -2.393 -2.021
C 0.895 -3.136 -1.904
C 1.997 -0.891 -2.238
H 3.245 -4.057 -2.986
H 4.008 -2.483 -3.260
H 2.513 -2.899 -4.110
H 2.797 -2.542 -1.101
H 0.349 -3.092 -2.851
H 0.271 -2.686 -1.128
H 1.046 -4.190 -1.660
H 1.544 -0.785 -3.237
H 2.982 -0.410 -2.337
*
```

Summary:
**DFT total energy**: -4885.5470 hartree
**Maximum force**: 1.9 eV/A
**Lowest unoccupied orbital energy (alpha / beta)**: -5.5 / -5.5 eV



[2]
DFT (ωB97M-V/def2-TZVPD) results for a 2-piece molecular cluster, C47H62N3O4 overall.

```
! RIJCOSX wB97M-V def2-TZVPD def2/J DEFGRID3
* xyz 1 1
C 6.539 -0.907 7.117
O 5.677 0.241 6.994
C 4.549 0.152 6.231
C 3.949 1.361 5.780
C 2.887 1.328 4.909
C 2.288 0.078 4.589
C 1.113 0.053 3.799
O 0.038 -0.521 4.292
C -0.451 -0.372 5.697
C 2.840 -1.136 5.085
C 3.961 -1.103 5.888
H 7.489 -0.509 7.473
H 6.115 -1.607 7.843
H 6.676 -1.402 6.148
H 4.355 2.296 6.164
H 2.496 2.228 4.422
H 1.031 0.573 2.836
H -0.994 -1.297 5.904
H 0.394 -0.250 6.388
H -1.141 0.492 5.780
H 2.390 -2.067 4.729
H 4.339 -2.049 6.288
C -1.285 2.221 1.661
C -2.604 1.505 1.886
C -3.105 1.990 3.260
C -3.637 1.905 0.851
C -2.378 -0.031 1.902
C -2.187 -0.539 3.166
C -2.238 -1.889 3.463
C -2.596 -2.748 2.442
C -2.566 -2.340 1.106
C -2.832 -3.463 0.083
C -1.895 -3.409 -1.109
C -4.324 -3.437 -0.268
C -2.563 -4.855 0.681
C -2.384 -0.951 0.810
N -2.080 -0.469 -0.515
C -3.049 -0.385 -1.603
C -2.203 -0.111 -2.812
N -0.887 0.276 -2.281
C 0.099 0.846 -3.190
C -0.041 2.179 -3.643
C -1.122 3.204 -3.224
C -0.501 4.608 -3.152
C -1.714 3.006 -1.847
C -2.201 3.231 -4.315
C 0.844 2.658 -4.626
C 2.014 1.984 -4.921
C 2.167 0.698 -4.411
C 1.099 0.031 -3.796
C 1.012 -1.509 -4.006
C 2.307 -2.068 -4.613
C -0.099 -1.782 -5.028
C 0.825 -2.264 -2.697
C -0.846 0.012 -0.921
C 0.224 -0.028 -0.033
C 1.548 0.410 -0.363
C 1.815 1.748 -0.777
C 2.994 2.025 -1.446
C 3.870 0.945 -1.720
N 4.653 1.019 -2.905
O 5.117 -0.060 -3.369
O 4.763 2.118 -3.492
C 3.742 -0.311 -1.099
C 2.623 -0.531 -0.321
H -0.841 1.880 0.724
H -1.416 3.311 1.630
H -0.582 1.976 2.464
H -3.914 1.363 3.653
H -2.300 2.039 4.009
H -3.488 3.014 3.173
H -4.555 1.314 0.957
H -3.884 2.968 0.969
H -3.244 1.768 -0.154
H -2.010 0.169 3.958
H -2.034 -2.282 4.460
H -2.853 -3.772 2.717
H -0.858 -3.507 -0.763
H -2.118 -4.249 -1.781
H -1.981 -2.497 -1.692
H -4.917 -3.579 0.651
H -4.650 -2.493 -0.718
H -4.565 -4.260 -0.957
H -3.331 -5.177 1.392
H -2.556 -5.588 -0.134
H -1.583 -4.897 1.171
H -3.630 -1.308 -1.707
H -3.767 0.434 -1.446
H -2.086 -1.026 -3.412
H -2.590 0.693 -3.448
H -0.228 4.999 -4.136
H -1.232 5.298 -2.712
H 0.386 4.594 -2.507
H -2.311 2.103 -1.776
H -0.934 2.988 -1.078
H -2.383 3.848 -1.621
H -2.754 2.288 -4.397
H -2.925 4.030 -4.106
H -1.739 3.430 -5.292
H 0.652 3.602 -5.142
H 2.797 2.444 -5.533
H 3.087 0.174 -4.647
H 3.175 -1.803 -3.994
H 2.244 -3.163 -4.651
H 2.472 -1.708 -5.636
H -1.064 -1.390 -4.704
H 0.144 -1.297 -5.984
H -0.212 -2.858 -5.204
H -0.002 -1.856 -2.118
H 0.630 -3.330 -2.897
H 1.737 -2.176 -2.087
H 0.025 -0.531 0.900
H 1.088 2.539 -0.596
H 3.196 2.983 -1.916
H 4.485 -1.077 -1.313
H 2.505 -1.448 0.266
*
```

Summary:
**DFT total energy**: -2292.8679 hartree
**Maximum force**: 2.9 eV/A
**ΔE to the lowest compared entry with this formula, charge and spin**: 155.9 kJ/mol
**Lowest unoccupied orbital energy**: -5.2 eV



- Which value of DFT total energy does entry 2 give?
  -2292.8679 hartree



- What is the maximum force in the first record?
  1.9 eV/A



- Which value of maximum force does entry 1 give?
  1.9 eV/A



- The highest DFT total energy belongs to which entry?
  C47H62N3O4